1.
C4H13N2O2 | ωB97M-V with the def2-TZVPD basis set

```
21
Properties=species:S:1:pos:R:3
N 1.09735 -0.64093 -1.61261
C 1.63967 -0.72578 -0.21842
C 0.62398 -0.23819 0.81894
N 0.73493 1.22840 0.78477
C -0.54734 1.90237 0.63730
C -1.00433 2.06795 -0.77242
O -0.43895 1.63613 -1.75403
H 1.75470 -0.87662 -2.35062
H 0.62081 0.34583 -1.69730
H 0.27379 -1.23959 -1.74738
H 1.78873 -1.80446 -0.01360
H 2.67906 -0.37254 -0.25545
H 0.99900 -0.66386 1.73915
H -0.32214 -0.74523 0.63940
H 1.15788 1.63746 1.61711
H -1.39128 1.62553 1.30652
H -0.41616 2.92652 0.97988
H -1.92715 2.67002 -0.89855
H -3.12781 -3.32410 1.01673
H -1.77138 -2.54803 1.20646
O -2.42337 -2.86087 0.57414
```

- lowest unoccupied orbital energy (hartree) = -0.1067
- energy above the lowest of the compared OMol25 structures with the same formula, charge and spin (kcal per mole) = 60.4
- frontier orbital gap (eV) = 10.86
- 2S+1 = 1
- HOMO level (eV) = -13.76
- net charge = +1

---

2.
C4H13N2O2 | ωB97M-V with the def2-TZVPD basis set

```
21
Properties=species:S:1:pos:R:3
C -2.59395 1.53390 0.38717
C -1.25802 1.53976 -0.33161
N -0.49831 0.30021 -0.01642
C 0.80883 0.14578 -0.74986
O 1.73789 0.99016 -0.27534
C 1.36007 -1.58987 -0.31022
N 2.30677 -1.35816 0.70806
O 0.17854 -2.20830 0.06685
H -3.10904 2.47046 0.20042
H -3.22826 0.72709 0.03020
H -2.46856 1.43346 1.46248
H -0.64614 2.39001 -0.02446
H -1.40223 1.59104 -1.41235
H -0.29048 0.30280 0.99101
H -1.06717 -0.53843 -0.20449
H 0.63625 0.23146 -1.82007
H 2.32183 0.49774 0.35428
H 1.80076 -1.96842 -1.23197
H 3.21253 -1.78060 0.56869
H 1.95749 -1.54321 1.63977
H 0.24119 -3.16687 -0.03215
```

- lowest unoccupied orbital energy (hartree) = -0.1058
- energy above the lowest of the compared OMol25 structures with the same formula, charge and spin (kcal per mole) = 49.7
- frontier orbital gap (eV) = 11.21
- SMILES string = CC[NH2+][C@@H](O)[C@@H](N)O
- 2S+1 = 1
- HOMO level (eV) = -14.09
- net charge = +1

---

3.
C4H13N2OS | ωB97M-V with the def2-TZVPD basis set

```
21
Properties=species:S:1:pos:R:3
C 2.19553 0.19379 1.15163
N 0.68699 0.75054 1.24838
C -0.12290 0.11592 0.18298
C -0.12269 -1.49513 0.41212
S -0.14618 -2.32618 -1.23980
C -1.57450 0.61747 0.28848
N -2.35500 0.56242 -0.99444
H 2.44846 0.66018 0.16223
H 2.81668 0.56041 1.94844
H 2.14814 -0.88774 1.06512
H 0.15814 0.41654 2.14856
H 0.26256 0.36464 -0.80820
H -1.12194 -1.68243 0.79979
H 0.66211 -2.08343 0.91601
H -1.59824 1.72897 0.59608
H -2.20821 0.11032 1.05987
H -2.60091 -0.40037 -1.26318
H -1.83858 1.04114 -1.75017
H 1.15896 2.41340 0.61790
H 0.43754 3.33538 -0.20199
O 1.37968 3.23235 0.06970
```

- lowest unoccupied orbital energy (hartree) = 0.1371
- energy above the lowest of the compared OMol25 structures with the same formula, charge and spin (kcal per mole) = 34.0
- frontier orbital gap (eV) = 6.33
- 2S+1 = 1
- HOMO level (eV) = -2.60
- net charge = -1

---

4.
C4H13N2OS | ωB97M-V with the def2-TZVPD basis set

```
21
Properties=species:S:1:pos:R:3
C -0.86732 -1.00238 -0.99676
N -0.82594 -0.82626 0.46786
C 0.05523 -1.72259 1.18645
N 1.45445 -1.40400 1.31398
C -0.93312 0.32567 -1.76872
C 0.44550 0.99762 -1.96989
S 0.96792 1.89489 -0.46507
H -0.10655 -1.65936 -1.44583
H -1.82651 -1.53523 -1.12727
H -0.54371 0.13862 0.61310
H -0.01676 -2.74182 0.80811
H -0.38723 -1.84578 2.18607
H 1.54858 -0.52226 1.78903
H 1.99210 -1.34096 0.46181
H -1.55190 1.02082 -1.20421
H -1.36213 0.11731 -2.75394
H 1.21934 0.26694 -2.20796
H 0.38674 1.72732 -2.78214
H 0.04204 2.60463 1.85097
H 0.56269 2.82243 3.26177
O -0.25342 2.68439 2.78263
```

- lowest unoccupied orbital energy (hartree) = 0.1400
- energy above the lowest of the compared OMol25 structures with the same formula, charge and spin (kcal per mole) = 4.7
- frontier orbital gap (eV) = 6.67
- 2S+1 = 1
- HOMO level (eV) = -2.86
- net charge = -1

---

5.
C4H13N2S | ωB97M-V with the def2-TZVPD basis set

```
20
Properties=species:S:1:pos:R:3
C -1.41516 -1.10445 -1.91939
C -2.14231 0.00400 -1.15131
S -1.04793 1.09273 -0.19724
N -0.60309 -2.00512 -1.10462
H -0.75372 -0.62243 -2.64560
H -2.16806 -1.67556 -2.48287
H -2.86682 -0.46807 -0.47476
H -2.73597 0.55733 -1.88579
H -1.21835 -2.54466 -0.50227
H -0.06396 -1.40672 -0.48029
C 1.41041 -0.12358 2.48710
C 2.10218 0.86563 1.54660
N 2.23418 0.31226 0.20490
H 1.80437 -1.12464 2.32050
H 1.58542 0.12881 3.53184
H 0.34195 -0.13714 2.28031
H 1.52733 1.79474 1.55297
H 3.09453 1.10032 1.93625
H 1.36449 0.50067 -0.30207
H 2.97021 0.77885 -0.30856
```

- lowest unoccupied orbital energy (hartree) = 0.1478
- energy above the lowest of the compared OMol25 structures with the same formula, charge and spin (kcal per mole) = 5.4
- frontier orbital gap (eV) = 6.72
- 2S+1 = 1
- HOMO level (eV) = -2.70
- net charge = -1

---

6.
C4H13N2S | ωB97M-V with the def2-TZVPD basis set

```
20
Properties=species:S:1:pos:R:3
C -0.90860 -2.60388 0.73608
N -0.80759 -1.40896 -0.10399
C -0.56158 -0.19544 0.64077
C -0.02336 0.84803 -0.33722
N -0.48210 2.22716 0.16584
C 1.48267 0.85316 -0.48808
S 2.15625 1.11722 -2.15755
H -0.16436 -2.62436 1.52853
H -0.85675 -3.49424 0.12680
H -1.88066 -2.67356 1.23107
H -0.03438 -1.57093 -0.73957
H 0.12818 -0.34185 1.46231
H -1.50835 0.14943 1.06996
H -0.48479 0.71847 -1.28930
H -0.21708 3.01439 -0.42712
H -0.09719 2.36170 1.09701
H -1.48859 2.16618 0.22879
H 2.05075 1.57627 0.06546
H 1.91179 -0.07042 -0.10105
H 1.78573 -0.04837 -2.70875
```

- lowest unoccupied orbital energy (hartree) = -0.1340
- energy above the lowest of the compared OMol25 structures with the same formula, charge and spin (kcal per mole) = 31.2
- frontier orbital gap (eV) = 9.41
- SMILES string = CNC[C@@H]([NH3+])CS
- 2S+1 = 1
- HOMO level (eV) = -13.05
- net charge = +1

---

7.
C4H13N2S | ωB97M-V with the def2-TZVPD basis set

```
20
Properties=species:S:1:pos:R:3
C -1.33392 2.18668 -0.37076
C 1.62494 -0.41731 -0.93483
C 1.06809 -1.15334 1.36011
C -0.74593 -0.13573 -0.15371
N -0.47298 1.19253 0.17011
N 0.53328 -1.03396 -0.12581
S -1.94816 -1.05754 0.82044
H -0.90542 3.15103 -0.26808
H -1.39482 2.05624 -1.54972
H -2.42259 2.24349 -0.00704
H 1.21071 0.06094 -1.73538
H 1.98679 0.34527 -0.19415
H 2.31056 -1.10511 -1.22983
H 0.15598 -1.45305 1.92598
H 1.92582 -1.87119 1.46535
H 1.38089 -0.07983 1.62740
H -1.05957 -0.19135 -1.50150
H -0.30509 1.25410 1.19796
H 0.28057 -1.92649 -0.44385
H -1.88914 -2.06538 -0.05267
```

- lowest unoccupied orbital energy (hartree) = -0.1217
- energy above the lowest of the compared OMol25 structures with the same formula, charge and spin (kcal per mole) = 68.4
- frontier orbital gap (eV) = 10.48
- 2S+1 = 1
- HOMO level (eV) = -13.80
- net charge = +1

---

8.
C4H13N3 | ωB97M-V with the def2-TZVPD basis set

```
20
Properties=species:S:1:pos:R:3
N -0.40440 2.78315 0.28426
C 0.52476 2.05419 1.18119
C 0.04795 0.60904 1.37821
N -0.35859 -0.05406 0.13895
C -0.32875 -1.50750 0.23970
C 0.42997 -2.19503 -0.90016
N 0.08314 -1.54741 -2.16470
H -0.71354 2.11886 -0.42835
H -1.29058 2.87659 0.78242
H 0.48902 2.67361 2.07753
H 1.55814 2.04302 0.83548
H 0.67648 -0.00656 2.03058
H -0.88438 0.74067 1.95534
H 0.24022 0.20698 -0.64985
H 0.21658 -1.85978 1.13002
H -1.32835 -1.91191 0.44030
H 1.49807 -2.12426 -0.70931
H 0.11618 -3.24976 -0.92624
H -0.87114 -1.77249 -2.41546
H 0.62824 -1.77654 -2.98360
```

- lowest unoccupied orbital energy (alpha / beta) (hartree) = 0.1454 / 0.1420
- energy above the lowest of the compared OMol25 structures with the same formula, charge and spin (kcal per mole) = 17.2
- frontier orbital gap (alpha / beta) (eV) = 2.56 / 9.07
- 2S+1 = 2
- HOMO level (alpha / beta) (eV) = 1.39 / -5.21
- <S²> = 0.75
- net charge = -1

---

9.
C4H13N3 | ωB97M-V with the def2-TZVPD basis set

```
20
Properties=species:S:1:pos:R:3
C -1.30675 -0.99952 0.52514
N -2.75423 -0.78966 0.43406
C -0.39880 -0.17611 -0.29442
C -0.28969 -0.57381 -1.80779
N 0.82723 -0.10848 0.35217
C 1.92426 0.88743 0.41996
N 2.10698 1.65292 1.66937
H -1.15131 -2.09486 0.18054
H -1.22246 -0.73878 1.66154
H -3.05853 0.10652 0.14925
H -3.26453 -1.38398 -0.29422
H -0.79282 0.87736 -0.14215
H -1.23813 -0.47175 -2.28652
H 0.18592 -1.54844 -2.20513
H 0.34336 0.20702 -2.34213
H 1.07874 -1.09263 0.71174
H 2.92558 0.18038 0.15452
H 1.77139 1.61942 -0.30298
H 2.98772 2.19395 1.55524
H 1.32606 2.25301 1.86181
```

- lowest unoccupied orbital energy (alpha / beta) (hartree) = 0.1484 / 0.1469
- energy above the lowest of the compared OMol25 structures with the same formula, charge and spin (kcal per mole) = 52.7
- frontier orbital gap (alpha / beta) (eV) = 2.66 / 8.68
- 2S+1 = 2
- HOMO level (alpha / beta) (eV) = 1.38 / -4.68
- <S²> = 0.75
- net charge = -1

---

10.
C4H13N3 | ωB97M-V with the def2-TZVPD basis set

```
20
Properties=species:S:1:pos:R:3
N 3.46010 0.31866 -1.17610
C 2.41800 -0.38546 -0.51943
C 1.01202 0.32271 -0.23754
C -0.23568 -0.60987 0.13660
N -1.52985 -0.40946 -0.44897
C -2.71470 -0.05618 0.42111
N -2.52399 0.60891 1.76622
H 3.63858 1.17329 -0.68306
H 3.41239 0.59278 -2.09639
H 2.12453 -1.23486 -1.14229
H 2.96581 -0.69316 0.45737
H 1.13694 0.83369 0.69128
H 0.66781 0.96660 -1.01086
H -0.29639 -0.52828 1.18001
H 0.14369 -1.46608 -0.35738
H -1.56614 0.04453 -1.41244
H -3.47425 0.50036 -0.22134
H -3.17834 -1.05763 0.73123
H -1.88164 0.03386 2.26868
H -2.41456 1.58094 1.80262
```

- lowest unoccupied orbital energy (hartree) = 0.0403
- energy above the lowest of the compared OMol25 structures with the same formula, charge and spin (kcal per mole) = 58.6
- frontier orbital gap (eV) = 9.28
- SMILES string = NCCCNCN
- 2S+1 = 1
- HOMO level (eV) = -8.19
- net charge = 0